Entry 1:
# C6H4BrClN2

The molecule C6H4BrClN2 (ωB97M-V with the def2-TZVPD basis set, the OMol25 dataset).

Last column: Mulliken charge in e.
Geometry (Å):
Br1 2.9932 -0.5707 0.7645  -0.03
N1 -0.3943 -2.7274 2.1404  -0.44
H1 -1.9963 1.5513 -1.1392  0.39
Cl1 1.0819 -1.5033 -1.3948  -0.10
H2 0.2569 2.4281 -1.6996  0.43
H3 -1.9388 -0.8548 -0.2906  0.35
C1 -0.3900 -0.4093 1.0688  -0.54
C2 -0.4210 -1.6727 1.6877  0.26
C3 -1.2263 -0.1143 0.0572  -0.20
C4 1.5678 -0.1515 -0.4033  0.41
H4 0.2238 0.3314 1.5608  0.55
C5 -1.1067 1.0894 -0.7417  -0.34
C6 0.1029 1.5634 -1.0769  -0.36
N2 1.2470 1.0404 -0.5333  -0.39

For the highest occupied orbital energy, the calculation gives -8.98 eV. As for the SMILES: N#C/C=C/C=C\N=C(/Cl)Br. As for the spin multiplicity: 1.


Entry 2:
# C4H4O2

The molecule C4H4O2 (ωB97M-V with the def2-TZVPD basis set, the OMol25 dataset).

Last column: Mulliken charge in e.
Geometry (Å):
C1 0.3815 -0.9079 -0.5183  0.42
C2 1.0045 0.2867 0.2429  -0.63
C3 -1.0108 -0.3230 -0.4245  -0.17
H1 -1.9720 -0.8208 -0.4844  0.42
O1 -0.9603 1.0660 -0.7347  -0.38
C4 -0.4508 0.6758 0.5237  -0.07
O2 0.7691 -2.0264 -0.7247  -0.54
H2 -0.9135 1.0466 1.4321  0.42
H3 1.6556 -0.0431 1.0563  0.28
H4 1.4967 1.0461 -0.3685  0.24

For the highest occupied orbital energy, the calculation gives -9.73 eV. As for the SMILES: O=C1C[C@H]2O[C@@H]12. As for the spin multiplicity: 1.


Entry 3:
# C30H63BF4N8O4

A cluster of 13 separate species, C30H63BF4N8O4 in total (ωB97M-V with the def2-TZVPD basis set, the OMol25 dataset).

Last column: Mulliken charge in e.
Geometry (Å):
C1 -5.3934 -1.5141 -3.3120  -0.78
H1 -0.6824 5.9079 -1.3760  0.26
C2 2.7086 -2.6601 4.2930  -1.27
H2 -0.9164 0.2359 -1.8790  0.32
H3 2.8296 -3.2371 3.4140  0.14
H4 3.7496 -0.5451 -2.3350  0.11
H5 2.5556 -0.4551 4.3100  0.71
C3 -1.1884 -0.4831 -1.0170  0.22
H6 0.8606 -0.1941 1.6830  -0.54
H7 6.7536 -1.1541 -1.1410  0.18
H8 -0.8214 3.0729 1.8670  0.00
H9 3.5946 -3.0101 -2.4480  -0.33
H10 0.2926 -2.4831 1.1760  0.88
C4 -1.8174 -1.7711 -1.2640  1.36
C5 -1.6024 -1.7171 -5.5080  -0.71
C6 -5.5254 -0.3251 -2.4800  -0.43
C7 -5.5514 -1.9871 1.0990  -0.38
H11 -4.6084 -1.5341 -3.9680  0.03
H12 -2.8834 -1.8561 -0.6520  -0.67
C8 -0.3824 -1.4631 -4.6840  0.54
C9 2.5416 -4.5581 0.4590  0.54
N1 -4.2744 -4.1751 0.4220  -0.57
H13 -1.7564 4.6359 -0.8140  0.18
C10 0.1246 0.4019 0.9900  0.14
O1 1.0426 -1.3481 3.6820  -0.33
H14 -5.2474 -1.2991 0.3590  -0.10
H15 -0.0914 -3.1571 -1.1370  -0.06
B1 -3.9004 1.9289 1.1730  0.20
H16 1.4476 0.2579 -1.2190  0.28
H17 -1.3674 1.0349 6.6500  0.33
H18 4.4456 -1.6541 -0.9430  0.14
H19 4.6796 -0.0361 -0.8960  0.83
H20 -1.4664 -3.7361 0.0930  0.49
H21 -1.0774 -1.8051 1.4300  0.64
H22 0.6366 -1.1461 4.5660  0.22
O2 6.2006 -1.7901 -3.0120  -0.56
N2 0.0126 -0.6471 -0.0540  1.86
H23 -6.6874 -1.8571 1.0620  0.33
H24 2.7976 -0.9701 2.9040  0.10
O3 -4.2244 0.1139 -1.9210  -0.23
H25 0.6176 -5.5611 0.6540  0.28
H26 -0.8674 0.4789 1.5580  -0.08
H27 4.5966 5.1289 -1.1640  0.38
N3 3.1446 -3.5331 0.1300  -0.55
H28 4.0076 -3.9561 -3.8950  0.54
H29 1.3966 1.6929 -0.0580  0.46
H30 -1.3434 -2.3591 -6.3580  0.35
N4 1.4706 -5.3011 -2.3530  -0.45
H31 -2.0414 0.8059 4.4860  0.11
C11 -1.4624 1.7589 4.6940  0.93
H32 -2.3754 -2.1831 -4.7350  0.12
C12 1.6366 -5.7601 0.7960  -1.12
H33 3.3126 3.8409 -0.5760  -0.01
H34 -0.9724 2.4649 3.7260  -0.49
N5 5.3476 2.5509 -2.7350  -0.33
H35 -5.1794 -1.8841 1.9820  0.33
H36 -3.1494 2.8469 4.1470  0.46
C13 -0.6834 1.5069 5.8570  -0.99
H37 0.3126 5.9419 3.0240  0.25
H38 1.2566 -1.5241 -1.4770  0.21
H39 2.5606 -2.9561 -4.1210  0.15
H40 -1.9774 -0.7531 -5.7470  0.28
H41 -6.3684 -1.7541 -4.0370  0.29
C14 1.1336 6.6469 1.1780  0.48
C15 4.6856 -0.7311 -1.5240  -0.76
H42 6.3926 -2.7571 -2.7400  0.32
C16 1.2766 -0.7871 -0.7310  -1.00
H43 2.1986 -2.9911 5.0120  0.53
H44 0.8526 2.6879 2.3420  0.41
H45 -5.3004 -2.2871 -2.5420  0.22
O4 -2.6264 2.5889 4.9330  -0.65
H46 -0.2664 2.0769 -0.3580  -0.19
H47 -2.0004 4.9129 -2.4440  0.36
C17 -0.3284 -1.9261 0.6460  -1.24
H48 -0.1394 2.5239 6.2910  0.27
H49 0.6426 3.8199 1.0160  0.11
H50 1.6826 7.0889 3.0850  0.28
C18 4.7516 3.2359 -2.0900  0.21
C19 0.7596 6.8259 2.5690  -0.73
H51 -6.2714 -0.2771 -1.7340  0.47
F1 -3.4354 2.6659 2.2460  -0.39
H52 3.0366 4.7799 -2.0170  0.24
F2 -5.3324 2.1759 1.0440  -0.41
H53 -2.2044 -1.9561 -2.3690  -0.57
C20 3.8526 4.3379 -1.4430  -0.48
F3 -3.3854 2.3299 -0.0660  -0.34
C21 3.2036 -3.6181 -3.3870  -0.24
C22 -0.9464 -2.9001 -0.4640  -0.78
C23 6.1076 -0.7631 -2.1130  -0.51
N6 1.4716 6.4259 0.0060  -0.53
H54 6.5526 0.0869 -2.6390  0.32
H55 2.0216 -0.8661 0.1200  -0.10
H56 2.1306 -6.6571 0.1830  0.28
H57 -4.4174 0.7099 -1.3190  0.11
C24 -1.1814 4.9209 -1.6810  -0.75
F4 -3.7104 0.5949 1.3170  -0.17
H58 0.0306 7.8239 2.5080  0.28
C25 -4.9164 -3.1991 0.7290  0.41
H59 -1.9184 0.2229 -0.4900  -0.71
H60 1.7146 -5.9191 1.7790  0.55
H61 -5.9664 0.5489 -2.9900  0.37
C26 2.2876 -1.2791 3.8610  -0.34
C27 0.4956 1.7969 0.4890  0.39
C28 2.2276 -4.6171 -2.8050  0.31
N7 0.8546 3.4059 -2.4600  -0.45
C29 0.2546 2.9449 1.4020  -1.03
H62 0.1506 0.7679 5.6690  0.08
C30 0.0206 4.0839 -2.1290  0.47
H63 3.8166 -2.7751 4.8560  0.28
N8 0.6896 -1.2361 -4.1150  -0.56

For the highest occupied orbital energy, the calculation gives -9.36 eV. As for the spin multiplicity: 1.


Maximum force across the listed records, respectively: 0.04180, 0.01406, 0.18991 hartree/bohr.
ΔE to the lowest compared entry with this formula, charge and spin across the listed records, respectively: 0.000, 1.854, 0.000 eV.